No. 1
DFT (wB97M-V/def2-TZVPD) results for a structure of composition C56H45N5O4S4SbTc in a non-equilibrium geometry.

Summary:
E (eV): -126521.7414

Last column: Löwdin charge in e.
Geometry (Å):
Tc: -0.292 1.357 0.422  1.589
C: 6.152 7.835 -3.187  -0.083
O: 6.490 6.823 -2.259  -0.076
C: 5.522 5.944 -1.906  -0.283
C: 5.894 4.952 -0.999  0.009
C: 4.966 4.044 -0.531  -0.029
C: 3.645 4.074 -0.976  -0.206
C: 3.300 5.036 -1.922  -0.019
C: 4.215 5.973 -2.379  -0.007
C: 2.580 3.155 -0.493  -0.066
C: 2.174 3.221 0.836  -0.228
C: 2.848 3.952 1.867  0.015
C: 2.169 3.736 3.020  0.020
C: 1.036 2.925 2.696  -0.226
N: 1.066 2.602 1.361  -0.019
C: 0.007 2.651 3.590  -0.071
C: -1.236 2.149 3.215  -0.220
C: -2.372 2.065 4.079  0.020
C: -3.442 1.757 3.301  0.016
C: -2.960 1.601 1.966  -0.249
C: -3.765 1.288 0.871  -0.068
C: -5.215 1.610 0.997  -0.210
C: -6.255 0.688 0.923  -0.026
C: -7.570 1.106 0.993  0.009
C: -7.881 2.456 1.135  -0.282
O: -9.200 2.769 1.187  -0.078
C: -9.550 4.121 1.400  -0.085
C: -6.852 3.387 1.220  -0.007
C: -5.535 2.957 1.151  -0.015
C: -3.262 0.916 -0.368  -0.218
N: -1.942 0.948 -0.760  -0.011
C: -1.943 0.660 -2.104  -0.238
C: -0.872 0.812 -2.976  -0.060
C: -1.142 0.704 -4.436  -0.207
C: -0.936 1.817 -5.245  -0.026
C: -1.203 1.792 -6.607  -0.012
C: -1.675 0.624 -7.191  -0.280
O: -1.927 0.474 -8.516  -0.077
C: -1.663 1.574 -9.362  -0.087
C: -1.919 -0.488 -6.386  0.018
C: -1.665 -0.446 -5.032  -0.063
C: 0.384 1.280 -2.574  -0.250
C: 1.496 1.456 -3.452  -0.007
C: 2.443 2.144 -2.764  0.018
C: 1.929 2.376 -1.451  -0.234
N: 0.697 1.774 -1.325  -0.023
C: -3.280 0.367 -2.537  0.009
C: -4.092 0.542 -1.474  0.022
N: -1.608 1.811 1.931  -0.025
C: 0.168 3.096 5.003  -0.232
C: -0.416 4.278 5.435  -0.025
C: -0.285 4.707 6.749  -0.010
C: 0.439 3.940 7.657  -0.283
O: 0.637 4.275 8.956  -0.078
C: 0.167 5.536 9.389  -0.084
C: 1.012 2.743 7.234  0.009
C: 0.879 2.329 5.924  -0.012
H: 7.037 8.455 -3.293  0.093
H: 5.324 8.451 -2.825  0.094
H: 5.891 7.408 -4.159  0.097
H: 6.926 4.914 -0.676  0.122
H: 5.280 3.279 0.170  0.125
H: 2.287 5.057 -2.303  0.127
H: 3.894 6.712 -3.099  0.104
H: 3.732 4.548 1.719  0.111
H: 2.390 4.110 4.006  0.119
H: -2.352 2.234 5.142  0.119
H: -4.466 1.615 3.603  0.123
H: -6.034 -0.369 0.834  0.128
H: -8.385 0.396 0.936  0.122
H: -9.174 4.766 0.602  0.094
H: -9.180 4.483 2.363  0.097
H: -10.636 4.147 1.402  0.093
H: -7.057 4.443 1.329  0.103
H: -4.738 3.688 1.209  0.127
H: -0.575 2.737 -4.801  0.123
H: -1.039 2.686 -7.191  0.101
H: -2.328 2.414 -9.143  0.095
H: -1.844 1.224 -10.375  0.092
H: -0.625 1.906 -9.277  0.093
H: -2.309 -1.382 -6.856  0.124
H: -1.845 -1.323 -4.426  0.095
H: 1.546 1.084 -4.461  0.126
H: 3.419 2.447 -3.102  0.125
H: -3.553 0.074 -3.534  0.115
H: -5.159 0.416 -1.423  0.115
H: -0.984 4.877 4.733  0.128
H: -0.764 5.627 7.053  0.103
H: -0.926 5.579 9.389  0.095
H: 0.559 6.344 8.765  0.095
H: 0.530 5.657 10.406  0.093
H: 1.548 2.142 7.957  0.122
H: 1.323 1.392 5.609  0.126
S: 1.789 -3.427 -0.799  -0.090
Sb: -0.402 -4.037 -2.049  0.389
S: -1.979 -2.723 -1.101  -0.264
S: 1.889 -1.749 -1.979  -0.198
S: 0.843 -2.374 -3.621  -0.125
C: 3.062 -0.454 1.049  -0.050
C: 2.147 -1.431 1.726  -0.263
C: 2.633 -2.533 2.399  -0.079
C: 1.772 -3.401 3.055  -0.061
C: 0.407 -3.166 3.049  -0.040
C: -0.135 -2.088 2.370  -0.196
C: -1.619 -1.861 2.371  -0.055
C: 0.749 -1.215 1.697  -0.269
N: 0.269 -0.132 1.044  -0.036
H: 4.053 -0.881 0.905  0.088
H: 3.155 0.453 1.654  0.083
H: 2.662 -0.164 0.077  0.019
H: 3.699 -2.718 2.404  0.116
H: 2.173 -4.263 3.573  0.108
H: -0.260 -3.835 3.580  0.118
H: -2.122 -2.698 1.886  0.053
H: -1.886 -0.963 1.821  0.038
H: -1.983 -1.781 3.398  0.089

No. 2
DFT (wB97M-V/def2-TZVPD) results for a structure of composition C4H6N2O.

Summary:
E (eV): -9270.0284
Energy above the lowest of the compared OMol25 structures with the same formula, charge and spin (kcal per mole): 80.1

Last column: Löwdin charge in e.
Geometry (Å):
C: -2.011 -0.446 -0.363  -0.060
O: -1.257 -0.032 0.776  -0.087
C: 0.055 0.147 0.504  -0.433
C: 0.785 1.327 0.303  -0.076
N: 1.990 1.035 -0.201  0.068
C: 2.008 -0.296 -0.332  -0.238
N: 0.887 -0.947 0.038  0.096
H: -1.897 0.276 -1.182  0.098
H: -3.052 -0.479 -0.042  0.091
H: -1.688 -1.437 -0.698  0.089
H: 0.476 2.337 0.541  0.117
H: 2.885 -0.837 -0.668  0.109
H: 0.741 -0.610 1.262  0.228

No. 3
DFT (wB97M-V/def2-TZVPD) results for a cluster of 2 separate species, C6H13NO2 in total in a non-equilibrium geometry.

Summary:
E (eV): -12017.0164
SMILES: CCC(C)=O.C=C(N)O
Energy above the lowest of the compared OMol25 structures with the same formula, charge and spin (kcal per mole): 39.4

Last column: Löwdin charge in e.
Geometry (Å):
C: 1.065 -2.103 0.841  -0.108
C: 0.244 -1.704 -0.370  -0.186
C: -0.895 -0.624 -0.032  -0.414
C: -1.787 -0.313 -1.208  -0.024
O: -1.310 -0.547 1.130  0.017
H: 1.747 -1.306 1.151  0.064
H: 0.422 -2.330 1.696  0.077
H: 1.661 -2.993 0.620  0.072
H: 0.876 -1.383 -1.202  0.099
H: -0.324 -2.568 -0.725  0.113
H: -2.073 0.741 -1.180  0.072
H: -1.270 -0.495 -2.153  0.080
H: -2.690 -0.925 -1.157  0.094
C: 1.475 1.308 -0.403  0.049
C: 0.466 1.694 0.406  -0.569
N: -0.489 2.615 0.062  0.117
O: 0.501 1.333 1.725  0.020
H: 2.301 0.734 -0.003  0.065
H: 1.525 1.633 -1.434  0.062
H: -0.965 2.990 0.878  0.108
H: -0.121 3.364 -0.517  0.105
H: -0.359 0.877 1.874  0.086

No. 4
DFT (wB97M-V/def2-TZVPD) results for the molecule C6H10N2O in a non-equilibrium geometry.

Summary:
E (eV): -11408.7800
SMILES: [H]/N=C(\C(=C)O)N(C)C=C
Energy above the lowest of the compared OMol25 structures with the same formula, charge and spin (kcal per mole): 76.3

Last column: Löwdin charge in e.
Geometry (Å):
H: 1.882 0.217 -2.123  0.049
N: 1.915 0.044 -1.112  0.134
C: 0.744 0.124 -0.612  -0.337
C: -0.553 0.370 -1.775  -0.246
C: -1.877 0.461 -1.630  0.020
O: 0.004 0.417 -3.043  -0.024
N: 0.227 -0.115 0.608  -0.103
C: -0.742 0.761 1.270  -0.071
C: 1.367 -0.683 1.538  -0.110
C: 1.153 -1.647 2.427  0.016
H: -2.524 0.771 -2.448  0.059
H: -2.407 0.228 -0.716  0.039
H: -0.699 0.481 -3.712  0.108
H: -0.415 0.998 2.287  0.087
H: -0.872 1.708 0.741  0.090
H: -1.697 0.239 1.343  0.074
H: 2.340 -0.210 1.419  0.096
H: 0.182 -2.121 2.519  0.061
H: 1.972 -2.045 3.020  0.057

No. 5
DFT (wB97M-V/def2-TZVPD) results for a structure of composition C15H11F5MnN2OS in a non-equilibrium geometry.

Summary:
E (eV): -76485.6551
Spin multiplicity: 4
Charge: +2
Energy above the lowest of the compared OMol25 structures with the same formula, charge and spin (kcal per mole): 13.5

Last column: Mulliken spin population.
Geometry (Å):
Mn: 0.208 -0.866 -0.218  2.999
O: 2.014 -1.331 -1.513  0.012
C: 1.787 -0.948 -2.882  -0.009
C: 1.076 -2.044 -3.673  0.004
C: -0.158 -2.574 -2.924  -0.018
C: -1.208 -1.522 -2.702  0.019
C: -2.153 -1.211 -3.673  -0.005
C: -3.167 -0.316 -3.377  0.007
C: -3.230 0.238 -2.101  -0.006
C: -2.222 -0.060 -1.207  0.012
N: -1.214 -0.898 -1.510  -0.056
H: 2.632 -2.081 -1.524  0.004
H: 2.744 -0.709 -3.356  0.004
H: 1.172 -0.040 -2.823  0.003
H: 1.761 -2.872 -3.865  0.000
H: 0.776 -1.629 -4.635  0.000
H: 0.139 -2.996 -1.946  0.009
H: -0.593 -3.383 -3.510  -0.001
H: -2.092 -1.684 -4.642  -0.001
H: -3.909 -0.066 -4.121  0.000
H: -4.037 0.894 -1.816  0.000
H: -2.206 0.385 -0.207  -0.002
F: 4.954 -2.175 4.214  0.000
C: 4.399 -1.181 3.562  0.001
C: 3.251 -1.404 2.800  -0.001
F: 2.709 -2.610 2.702  0.000
C: 2.647 -0.366 2.098  0.001
F: 1.507 -0.735 1.385  0.003
C: 3.155 0.930 2.121  0.001
S: 2.560 2.428 1.308  0.009
C: 4.306 1.140 2.895  0.000
F: 4.788 2.370 2.947  0.000
C: 4.931 0.114 3.608  0.000
F: 6.014 0.364 4.304  0.000
N: 0.598 1.133 -0.247  -0.004
C: 1.401 1.719 0.363  0.013

No. 6
DFT (wB97M-V/def2-TZVPD) results for a structure of composition C4H4LuO in a non-equilibrium geometry.

Summary:
E (eV): -39835.9872
Charge: +3
Energy above the lowest of the compared OMol25 structures with the same formula, charge and spin (kcal per mole): 35.5

Last column: Löwdin charge in e.
Geometry (Å):
H: -0.565 0.936 -0.530  0.332
C: -0.169 -0.231 -1.959  0.299
C: 0.320 -1.068 -1.148  0.141
H: -0.189 -0.119 -3.037  0.139
C: 0.415 -1.171 0.253  0.116
C: 0.493 -0.029 1.032  -0.088
O: -0.348 1.004 0.875  -0.346
Lu: -1.296 2.333 2.581  2.034
H: -0.174 -1.979 0.701  0.189
H: 1.512 0.325 1.231  0.185

What did the second record say?
DFT (wB97M-V/def2-TZVPD) results for a structure of composition C4H6N2O.

Summary:
E (eV): -9270.0284
Energy above the lowest of the compared OMol25 structures with the same formula, charge and spin (kcal per mole): 80.1

Last column: Löwdin charge in e.
Geometry (Å):
C: -2.011 -0.446 -0.363  -0.060
O: -1.257 -0.032 0.776  -0.087
C: 0.055 0.147 0.504  -0.433
C: 0.785 1.327 0.303  -0.076
N: 1.990 1.035 -0.201  0.068
C: 2.008 -0.296 -0.332  -0.238
N: 0.887 -0.947 0.038  0.096
H: -1.897 0.276 -1.182  0.098
H: -3.052 -0.479 -0.042  0.091
H: -1.688 -1.437 -0.698  0.089
H: 0.476 2.337 0.541  0.117
H: 2.885 -0.837 -0.668  0.109
H: 0.741 -0.610 1.262  0.228

Copy entry 5 word for word.
DFT (wB97M-V/def2-TZVPD) results for a structure of composition C15H11F5MnN2OS in a non-equilibrium geometry.

Summary:
E (eV): -76485.6551
Spin multiplicity: 4
Charge: +2
Energy above the lowest of the compared OMol25 structures with the same formula, charge and spin (kcal per mole): 13.5

Last column: Mulliken spin population.
Geometry (Å):
Mn: 0.208 -0.866 -0.218  2.999
O: 2.014 -1.331 -1.513  0.012
C: 1.787 -0.948 -2.882  -0.009
C: 1.076 -2.044 -3.673  0.004
C: -0.158 -2.574 -2.924  -0.018
C: -1.208 -1.522 -2.702  0.019
C: -2.153 -1.211 -3.673  -0.005
C: -3.167 -0.316 -3.377  0.007
C: -3.230 0.238 -2.101  -0.006
C: -2.222 -0.060 -1.207  0.012
N: -1.214 -0.898 -1.510  -0.056
H: 2.632 -2.081 -1.524  0.004
H: 2.744 -0.709 -3.356  0.004
H: 1.172 -0.040 -2.823  0.003
H: 1.761 -2.872 -3.865  0.000
H: 0.776 -1.629 -4.635  0.000
H: 0.139 -2.996 -1.946  0.009
H: -0.593 -3.383 -3.510  -0.001
H: -2.092 -1.684 -4.642  -0.001
H: -3.909 -0.066 -4.121  0.000
H: -4.037 0.894 -1.816  0.000
H: -2.206 0.385 -0.207  -0.002
F: 4.954 -2.175 4.214  0.000
C: 4.399 -1.181 3.562  0.001
C: 3.251 -1.404 2.800  -0.001
F: 2.709 -2.610 2.702  0.000
C: 2.647 -0.366 2.098  0.001
F: 1.507 -0.735 1.385  0.003
C: 3.155 0.930 2.121  0.001
S: 2.560 2.428 1.308  0.009
C: 4.306 1.140 2.895  0.000
F: 4.788 2.370 2.947  0.000
C: 4.931 0.114 3.608  0.000
F: 6.014 0.364 4.304  0.000
N: 0.598 1.133 -0.247  -0.004
C: 1.401 1.719 0.363  0.013

Q: What is the E in the second record?
A: -9270.0284 eV